27
Properties=species:S:1:pos:R:3 method="wB97M-V/def2-TZVPD" e_tot_ha=-1025.6776 orbital_gap_ev=8.89 total_charge=+1 de_lowest_kj_mol=18.4
C -3.404 0.310 0.480
C -2.753 1.450 0.061
C -2.771 -1.002 0.475
C -1.338 1.421 -0.242
C -1.380 -0.978 0.094
C -0.706 0.226 -0.255
C 1.545 1.017 -0.305
C 1.103 -1.016 1.935
C 2.546 -0.624 -1.606
C 1.079 -0.922 -1.397
N 2.654 0.737 -1.023
N 0.226 -0.348 2.422
N 0.636 0.059 -0.499
O 1.870 -1.537 1.255
S 1.586 2.192 0.990
H -4.415 0.350 0.743
H -3.136 2.477 -0.021
H -3.151 -1.991 0.795
H -0.882 2.322 -0.406
H -0.910 -1.971 -0.020
H 3.209 -1.190 -1.036
H 2.982 -0.624 -2.582
H 0.681 -0.744 -2.496
H 0.974 -1.877 -0.976
H 3.481 1.263 -1.085
H 0.385 1.639 1.347
H -0.112 -0.638 3.351